#i
{
  "formula": "C4H7N4",
  "method": "ωB97M-V/def2-TZVPD",
  "species": ["C", "C", "N", "N", "C", "N", "C", "N", "H", "H", "H", "H", "H", "H", "H"],
  "xyz": [[-0.24486, 2.14993, -0.70037], [-0.95576, 1.04236, -0.57248], [-0.43931, -0.11061, 0.07840], [-1.14727, -0.84362, 0.99336], [-0.34939, -1.83731, 1.36833], [0.80761, -1.80470, 0.78162], [0.75286, -0.71468, -0.02811], [1.78081, -0.36240, -0.78779], [-0.58168, 2.95501, -1.32463], [0.67723, 2.26462, -0.15345], [-1.97134, 0.98338, -0.92570], [-2.08084, -0.64096, 1.31053], [-0.64199, -2.58778, 2.07750], [2.65702, -0.81504, -0.59755], [1.73690, 0.32178, -1.51966]],
  "e_lumo_ev": -3.673,
  "smiles": "C=Cn1[nH]cnc1=[NH2+]",
  "charge": 1,
  "homo_lumo_gap_ev": 10.37
}

---

#ii
{
  "formula": "C4H7N4",
  "method": "ωB97M-V/def2-TZVPD",
  "species": ["C", "N", "C", "C", "C", "N", "N", "N", "H", "H", "H", "H", "H", "H", "H"],
  "xyz": [[-2.00541, -0.03368, -0.47203], [-1.38812, 0.99309, -0.07390], [-0.19462, 0.65654, 0.58541], [1.08336, 0.98324, -0.20113], [1.64725, -0.35760, -0.50917], [1.00563, -1.35734, -0.07485], [-0.14587, -0.93064, 0.59655], [-1.42856, -1.23365, -0.18717], [-2.93551, 0.00616, -1.00983], [-0.17821, 1.03926, 1.60888], [1.78984, 1.59006, 0.36314], [0.85153, 1.52422, -1.12350], [2.56167, -0.51204, -1.05780], [-0.22290, -1.39416, 1.50924], [-1.77013, -2.17631, -0.25879]],
  "e_lumo_ev": -3.778,
  "smiles": "C1=N[C@@H]2CC=N[N@@H+]2N1",
  "charge": 1,
  "homo_lumo_gap_ev": 10.73
}

---

Preferred: #i; penalty for the next structure: 1.929 eV.

---

#i
{
  "formula": "H3O2SSi",
  "method": "ωB97M-V/def2-TZVPD",
  "species": ["O", "S", "O", "Si", "H", "H", "H"],
  "xyz": [[2.78320, -1.28250, -0.00539], [2.27543, 0.20759, 0.07544], [0.42751, 0.67306, -0.37973], [-1.01487, 0.15764, 0.07591], [-1.67984, -0.87779, -0.91140], [-1.27224, -0.36280, 1.36111], [-1.51919, 1.48480, -0.21596]],
  "e_lumo_ev": 3.903,
  "smiles": "[O-]SO[SiH3]",
  "charge": -1,
  "homo_lumo_gap_ev": 6.18
}

---

#ii
{
  "formula": "H3O2SSi",
  "method": "ωB97M-V/def2-TZVPD",
  "species": ["O", "O", "Si", "S", "H", "H", "H"],
  "xyz": [[1.64284, -1.10150, 0.25077], [1.93483, 1.29168, 0.21666], [-0.73863, 0.02915, -0.15737], [1.42418, 0.14324, -0.56473], [-1.00844, -0.18092, 1.23670], [-1.77154, 0.90836, -0.37989], [-1.48324, -1.09000, -0.60213]],
  "e_lumo_ev": 3.984,
  "charge": -1,
  "homo_lumo_gap_ev": 7.02
}

---

Preferred: #i; penalty for the next structure: 0.131 eV.

---

#i
{
  "formula": "C18H27F6N9P",
  "method": "ωB97M-V/def2-TZVPD",
  "species": ["P", "F", "F", "F", "F", "F", "F", "C", "C", "N", "H", "H", "H", "C", "C", "N", "H", "H", "H", "C", "C", "N", "H", "H", "H", "C", "C", "N", "H", "H", "H", "C", "C", "N", "H", "H", "H", "C", "C", "N", "H", "H", "H", "C", "C", "N", "H", "H", "H", "C", "C", "N", "H", "H", "H", "C", "C", "N", "H", "H", "H"],
  "xyz": [[-0.59592, -0.46961, 0.92310], [0.19102, -1.88775, 1.05574], [-1.73655, -0.93558, 1.98001], [0.27314, 0.16661, 2.10978], [-1.44871, 0.92523, 0.83477], [0.50704, 0.08263, -0.10926], [-1.44308, -1.10670, -0.30624], [3.27166, -1.27190, -0.47342], [3.37855, -1.31985, 0.99754], [3.57128, -1.15231, 2.13695], [2.26077, -1.17005, -0.81255], [3.70236, -2.18889, -0.90862], [3.82161, -0.36828, -0.77194], [2.79701, 2.48711, 1.81443], [2.79650, 3.45184, 0.65299], [2.88088, 4.15127, -0.25571], [2.01031, 1.76967, 1.80249], [2.70112, 3.09888, 2.72191], [3.80764, 2.04722, 1.76689], [-0.04245, -4.69082, 3.84828], [0.78002, -5.60881, 4.56912], [1.53510, -6.38318, 5.03068], [0.54264, -3.75228, 3.70391], [-0.95770, -4.62465, 4.45319], [-0.21100, -5.18905, 2.93769], [-0.24935, -0.95710, -3.41847], [-1.68798, -1.33064, -3.53275], [-2.75052, -1.70938, -3.64900], [0.10630, -0.72130, -2.42207], [-0.05227, -0.03606, -4.04548], [0.33909, -1.75779, -3.90031], [-1.84748, 2.14969, 3.49066], [-0.76692, 3.12904, 3.43247], [0.11651, 3.87420, 3.32775], [-1.28205, 1.22243, 3.30246], [-2.59263, 2.30465, 2.63738], [-2.40760, 2.17976, 4.49700], [-2.00854, -4.11354, -0.55997], [-3.00098, -5.03579, -1.14247], [-3.70231, -5.95057, -1.25690], [-2.47039, -3.41320, 0.13735], [-1.30326, -3.63846, -1.25030], [-1.33066, -4.74368, 0.04173], [3.32615, 3.60627, -3.62974], [3.05936, 2.24343, -3.16313], [2.94845, 1.11149, -2.88352], [4.27596, 3.55997, -4.22190], [3.62789, 4.26413, -2.78817], [2.45523, 3.98782, -4.20932], [-0.53082, 3.48458, -0.84304], [-0.46598, 3.58918, -2.27860], [-0.34486, 3.64306, -3.44332], [-0.69645, 2.39754, -0.67476], [-1.36712, 4.10722, -0.53179], [0.45547, 3.87690, -0.53841], [-4.18517, -0.02335, -1.01940], [-3.72242, 1.35237, -1.08765], [-3.36688, 2.43673, -1.23525], [-5.11477, -0.03233, -0.40648], [-3.50251, -0.62629, -0.44966], [-4.35373, -0.49170, -1.98668]],
  "e_lumo_ev": 2.417,
  "charge": -1,
  "homo_lumo_gap_ev": 11.15
}

---

#ii
{
  "formula": "C18H27F6N9P",
  "method": "ωB97M-V/def2-TZVPD",
  "species": ["P", "F", "F", "F", "F", "F", "F", "C", "C", "N", "H", "H", "H", "C", "C", "N", "H", "H", "H", "C", "C", "N", "H", "H", "H", "C", "C", "N", "H", "H", "H", "C", "C", "N", "H", "H", "H", "C", "C", "N", "H", "H", "H", "C", "C", "N", "H", "H", "H", "C", "C", "N", "H", "H", "H", "C", "C", "N", "H", "H", "H"],
  "xyz": [[-0.91869, 0.77489, -0.03887], [-1.50263, -0.75609, -0.01024], [-0.24038, 0.50229, 1.44566], [0.45957, 0.14370, -0.63698], [-0.25514, 2.30822, -0.01958], [-1.61456, 1.02607, -1.52598], [-2.23363, 1.26012, 0.67730], [2.72500, 8.10370, 0.15461], [1.38652, 8.77711, 0.03160], [0.37509, 9.31672, -0.06593], [2.89815, 7.72005, -0.85084], [2.81948, 7.26395, 0.84308], [3.53004, 8.76418, 0.47676], [5.20998, -2.78470, -3.87878], [4.28510, -2.38843, -4.93576], [3.53738, -2.16213, -5.78459], [5.61961, -3.77785, -4.06304], [4.68804, -2.80269, -2.92203], [6.03427, -2.08767, -3.72786], [-1.19536, -5.79647, -4.08866], [-1.43635, -5.78239, -5.53871], [-1.56789, -5.76839, -6.68736], [-2.20865, -5.98507, -3.73402], [-0.87869, -4.79869, -3.78493], [-0.47792, -6.56103, -3.79062], [2.07851, -5.02958, 1.57949], [0.94871, -4.87965, 2.60943], [0.05427, -4.81756, 3.37347], [3.01785, -4.90074, 2.11720], [2.04135, -4.18679, 0.88926], [2.06887, -5.96498, 1.01999], [-3.30039, -0.75748, -7.33323], [-4.47272, -1.54781, -7.05901], [-5.45139, -2.20152, -6.90067], [-3.17326, -0.65879, -8.41128], [-2.39940, -1.21497, -6.92455], [-3.37540, 0.23991, -6.90000], [0.56119, 1.39529, 7.61767], [-0.52598, 0.53771, 7.22284], [-1.38091, -0.15221, 6.90401], [1.22676, 1.17899, 6.78201], [1.05572, 1.09876, 8.54266], [0.33760, 2.45924, 7.53941], [5.76769, 0.41081, 2.64880], [6.55007, -0.67007, 2.16742], [7.11204, -1.62542, 1.71999], [5.78157, 0.33345, 3.73596], [4.77339, 0.60588, 2.24700], [6.33854, 1.29706, 2.37168], [-2.52126, 6.40700, 4.02172], [-3.55498, 7.39832, 3.68589], [-4.37870, 8.14347, 3.36561], [-2.07801, 6.13998, 3.06238], [-2.88843, 5.45820, 4.41296], [-1.89900, 6.87559, 4.78416], [-6.41187, -2.54653, -0.23583], [-5.90990, -2.78751, 1.16296], [-5.52906, -2.95958, 2.28453], [-5.82518, -3.10487, -0.96532], [-6.27489, -1.48079, -0.41895], [-7.40174, -3.00203, -0.26375]],
  "e_lumo_ev": 1.753,
  "charge": -1,
  "homo_lumo_gap_ev": 10.27
}

---

Preferred: #i; penalty for the next structure: 2.822 eV.

---

#i
{
  "formula": "C2H12O3S2",
  "method": "ωB97M-V/def2-TZVPD",
  "species": ["C", "C", "S", "S", "H", "H", "H", "H", "H", "H", "H", "H", "O", "H", "H", "O", "H", "H", "O"],
  "xyz": [[0.84198, 1.77852, 0.50108], [1.56746, 2.29441, -0.71966], [0.54782, 2.86142, -2.11875], [-0.41010, 1.30360, -2.80708], [1.67074, 1.45168, 1.19179], [0.30549, 0.84480, 0.42557], [0.32563, 2.60352, 1.02697], [2.31706, 1.61993, -1.13962], [2.08297, 3.18444, -0.34151], [-1.32933, 0.96913, -1.88852], [-0.46001, -2.86565, -0.16235], [-0.30666, -1.65538, 0.71233], [-0.87155, -2.00772, 0.00233], [-2.71289, -1.96946, 0.35568], [-3.73464, -1.87517, -0.98153], [-3.59719, -1.89613, -0.02204], [1.99499, -2.42125, 1.70219], [0.59026, -2.28549, 2.46369], [1.17797, -1.93520, 1.79942]],
  "e_lumo_ev": [-4.112, -8.541],
  "s2": 0.755,
  "spin_multiplicity": 2,
  "charge": 1,
  "homo_lumo_gap_ev": [8.96, 4.53]
}

---

#ii
{
  "formula": "C2H12O3S2",
  "method": "ωB97M-V/def2-TZVPD",
  "species": ["C", "C", "S", "S", "H", "H", "H", "H", "H", "H", "H", "H", "O", "H", "H", "O", "H", "H", "O"],
  "xyz": [[0.96846, -1.95857, 1.16431], [-0.43754, -2.38110, 1.07030], [-1.32249, -1.15669, -0.07565], [-2.34497, -0.32697, 1.43794], [1.51580, -1.83196, 0.24252], [1.56441, -2.70353, 1.63263], [1.19540, -1.04190, 1.76956], [-0.82321, -2.37540, 2.12203], [-0.58373, -3.51195, 0.74320], [-1.56121, 0.45789, 2.15761], [-2.33661, 1.75330, -1.71745], [-1.02242, 2.01545, -1.19150], [-1.61910, 2.34534, -1.93467], [2.16957, 1.88871, -2.93118], [0.71183, 2.16768, -2.99901], [1.47151, 2.16774, -2.37548], [0.82190, 1.46418, -0.46820], [1.21852, 1.36944, 0.93623], [0.41388, 1.65835, 0.41681]],
  "e_lumo_ev": [-4.892, -8.860],
  "s2": 0.755,
  "spin_multiplicity": 2,
  "charge": 1,
  "homo_lumo_gap_ev": [9.66, 5.68]
}

---

Preferred: #i; penalty for the next structure: 0.719 eV.

---

#i
{
  "formula": "CH4IPS2",
  "method": "ωB97M-V/def2-TZVPD",
  "species": ["C", "P", "S", "S", "I", "H", "H", "H", "H"],
  "xyz": [[0.85287, -1.54955, 1.18807], [-2.50375, 2.13421, -0.87001], [1.33887, -0.83810, -0.44663], [1.32790, 1.04665, -0.62939], [-1.79566, 2.84340, -3.06617], [1.72763, -1.65150, 1.77752], [0.26045, -2.48455, 1.17462], [0.27386, -0.70523, 1.47912], [-1.48217, 1.20467, -0.60712]],
  "e_lumo_ev": [-1.463, -1.504],
  "homo_lumo_gap_ev": [7.02, 6.91]
}

---

#ii
{
  "formula": "CH4IPS2",
  "method": "ωB97M-V/def2-TZVPD",
  "species": ["C", "P", "S", "S", "I", "H", "H", "H", "H"],
  "xyz": [[0.93458, -0.36653, -0.61948], [-2.00842, 0.21643, 0.13329], [1.05444, -1.45441, 0.86172], [-0.06978, 1.19407, -0.18872], [2.70274, 0.39744, -1.63767], [0.40982, -0.96038, -1.26756], [-2.75092, 1.24881, -0.49835], [-2.24287, 0.60905, 1.42620], [1.97040, -0.88448, 1.79058]],
  "e_lumo_ev": -0.114,
  "homo_lumo_gap_ev": 8.90
}

---

Preferred: #ii; penalty for the next structure: 0.795 eV.

---

#i
{
  "formula": "C2H16O5S",
  "method": "ωB97M-V/def2-TZVPD",
  "species": ["C", "S", "C", "H", "H", "H", "H", "H", "H", "O", "H", "H", "O", "H", "H", "O", "H", "H", "O", "H", "H", "O", "H", "H"],
  "xyz": [[-0.05789, 1.01540, 0.72905], [-0.27390, -0.59068, 1.47328], [-1.96808, -0.33952, 2.16766], [-0.87254, 1.49440, 0.17084], [0.75191, 0.96874, 0.03327], [0.03031, 1.80326, 1.46495], [-2.09956, 0.34573, 2.99181], [-2.60700, 0.03692, 1.36738], [-2.28038, -1.35029, 2.38519], [2.77139, 2.15171, 0.90605], [2.36115, 3.01664, 0.99972], [3.11258, 1.91847, 1.77384], [1.85278, -3.29382, 0.22322], [2.05883, -3.26060, 1.15348], [2.48436, -3.62542, -0.41207], [-0.97756, -1.34395, -2.44955], [-0.51447, -1.59623, -1.63753], [-0.34576, -0.72502, -2.83344], [1.16424, 0.58503, -2.28975], [1.78269, -0.13266, -2.06971], [1.25067, 1.00883, -1.40680], [-2.72531, 0.57664, -1.24483], [-2.87298, 1.31560, -1.84949], [-2.02546, 0.02084, -1.64659]],
  "e_lumo_ev": 0.327,
  "smiles": "CSC.O.O.O.O.O",
  "homo_lumo_gap_ev": 8.79
}

---

#ii
{
  "formula": "C2H16O5S",
  "method": "ωB97M-V/def2-TZVPD",
  "species": ["C", "C", "S", "H", "H", "H", "H", "H", "H", "O", "H", "H", "O", "H", "H", "O", "H", "H", "O", "H", "H", "O", "H", "H"],
  "xyz": [[1.70823, 2.12312, -0.85288], [0.51801, 1.62802, 0.00796], [1.00077, 1.60774, 1.73218], [1.82199, 3.20700, -0.82889], [1.58100, 1.77503, -1.87820], [2.63874, 1.75472, -0.42343], [-0.30184, 2.28230, -0.29033], [0.20608, 0.65208, -0.32655], [1.55415, 0.42732, 2.01049], [-2.90964, -0.12597, 0.05882], [-2.79955, -0.69987, 0.83771], [-2.62068, 0.73902, 0.37376], [-0.04401, -2.17858, -0.81366], [-0.80540, -1.83738, -0.36332], [0.03270, -1.61188, -1.58902], [-1.28602, -1.44806, 1.79862], [-1.44750, -1.21053, 2.72050], [-0.66830, -2.18378, 1.89736], [-1.12448, 0.16466, -1.95138], [-1.68300, -0.10296, -1.19316], [-1.53162, 0.98387, -2.24882], [2.20786, -1.80823, 0.79533], [1.28992, -1.98522, 0.50884], [2.66260, -2.15245, 0.01806]],
  "e_lumo_ev": 0.149,
  "smiles": "CCS.O.O.O.O.O",
  "homo_lumo_gap_ev": 8.83
}

---

Preferred: #ii; penalty for the next structure: 0.561 eV.